{
  "formula": "C28H70Cl12N6O6",
  "method": "ωB97M-V with the def2-TZVPD basis set",
  "symbols": ["C", "O", "C", "C", "C", "N", "H", "H", "H", "H", "H", "H", "H", "H", "H", "H", "H", "C", "O", "C", "C", "C", "N", "H", "H", "H", "H", "H", "H", "H", "H", "H", "H", "H", "C", "O", "C", "C", "C", "N", "H", "H", "H", "H", "H", "H", "H", "H", "H", "H", "H", "C", "O", "C", "C", "C", "N", "H", "H", "H", "H", "H", "H", "H", "H", "H", "H", "H", "C", "O", "C", "C", "C", "N", "H", "H", "H", "H", "H", "H", "H", "H", "H", "H", "H", "C", "O", "C", "C", "C", "N", "H", "H", "H", "H", "H", "H", "H", "H", "H", "H", "H", "Cl", "C", "Cl", "Cl", "H", "Cl", "C", "Cl", "Cl", "H", "Cl", "C", "Cl", "Cl", "H", "Cl", "C", "Cl", "Cl", "H"],
  "xyz": [[-0.93621, -2.14431, -2.16371], [-2.35680, -2.06356, -2.16203], [-2.84432, -1.86607, -3.45461], [-4.38441, -1.87057, -3.35286], [-4.86365, -3.22790, -2.93856], [-4.96988, -1.38042, -4.59578], [-0.60487, -2.84600, -2.92454], [-0.55890, -2.54857, -1.12784], [-0.59405, -1.12241, -2.38728], [-2.49350, -0.92455, -3.85788], [-2.38417, -2.65869, -4.00365], [-4.66804, -1.19303, -2.49375], [-4.78349, -3.88044, -3.71000], [-5.89926, -3.23622, -2.70560], [-4.27554, -3.64259, -2.04339], [-4.90007, -2.04486, -5.32533], [-5.84470, -0.96915, -4.42536], [-4.20865, 0.66866, -0.60009], [-3.18910, 1.03985, -1.54776], [-3.51348, 1.90083, -2.65417], [-2.23414, 2.70537, -2.93221], [-2.41504, 3.49535, -4.23876], [-1.16237, 1.74724, -3.24968], [-3.74707, -0.13158, 0.00115], [-5.11074, 0.12179, -1.05724], [-4.53558, 1.53582, 0.00916], [-3.75980, 1.37370, -3.56722], [-4.26975, 2.62773, -2.22213], [-2.05681, 3.40145, -2.09862], [-2.49738, 2.72526, -5.05049], [-1.53258, 4.14534, -4.45692], [-3.31324, 4.06316, -4.13176], [-0.46051, 2.25175, -3.77148], [-0.70861, 1.52803, -2.36079], [4.73591, 7.28520, -1.64212], [4.23882, 6.10747, -2.18288], [3.51233, 5.20891, -1.34643], [3.83799, 3.79347, -1.81528], [3.52494, 3.65332, -3.31126], [3.04336, 2.87925, -0.91792], [4.81988, 7.99042, -2.44990], [5.65573, 7.14661, -1.13354], [4.09089, 7.66946, -0.85838], [3.72708, 5.30197, -0.24708], [2.43411, 5.35007, -1.44690], [4.94382, 3.65084, -1.69105], [2.52547, 3.99539, -3.56340], [3.61284, 2.59060, -3.70005], [4.21134, 4.29899, -3.82670], [2.12384, 2.85750, -1.30301], [3.33339, 1.89427, -1.02835], [2.56246, -2.45960, 3.19314], [1.81629, -3.05076, 4.23582], [2.30652, -4.31132, 4.72490], [1.23877, -5.05717, 5.43919], [1.74557, -6.36020, 6.08400], [0.18292, -5.37827, 4.45699], [3.60495, -2.20220, 3.42154], [2.15008, -1.45638, 2.77690], [2.46469, -3.04385, 2.31338], [2.73482, -4.87549, 3.89668], [3.17006, -4.13536, 5.36114], [0.78170, -4.41053, 6.28617], [2.39913, -6.87631, 5.41922], [0.85402, -6.94925, 6.41809], [2.27589, -6.06035, 7.02058], [-0.11662, -4.51422, 4.02450], [-0.64561, -5.75628, 4.91034], [1.93703, -4.63569, -1.52794], [2.29892, -3.69945, -2.56020], [2.55456, -2.43159, -2.02841], [2.89207, -1.47566, -3.19733], [4.22129, -1.90801, -3.87259], [3.06766, -0.16718, -2.55741], [0.94968, -4.33630, -1.11365], [2.62294, -4.51555, -0.71848], [1.86329, -5.59253, -2.07118], [1.65296, -1.99002, -1.53497], [3.40667, -2.48171, -1.30712], [2.05257, -1.42401, -3.88604], [4.16429, -2.80962, -4.44682], [5.10100, -1.90465, -3.21093], [4.48813, -1.20773, -4.78911], [3.51279, 0.52981, -3.17011], [2.24225, 0.09827, -2.03605], [-0.87786, -0.46896, 3.30248], [0.06502, 0.29419, 2.54196], [-0.69168, 1.40161, 1.96711], [0.04592, 1.83532, 0.65162], [-0.39049, 3.21877, 0.16587], [-0.11867, 0.74959, -0.31894], [-1.05934, 0.01437, 4.29596], [-0.37404, -1.42373, 3.53151], [-1.80782, -0.69383, 2.78069], [-1.59885, 0.99738, 1.66463], [-0.88472, 2.18010, 2.65081], [1.13850, 1.92884, 0.88774], [0.25743, 3.47038, -0.66649], [-0.21264, 4.06613, 0.88757], [-1.44086, 3.18986, -0.09229], [0.23223, -0.10530, 0.08958], [-1.13886, 0.62274, -0.45048], [0.65094, -2.09926, 8.10478], [-0.09092, -1.26206, 6.71265], [0.11222, 0.49144, 6.83941], [-1.71940, -1.72273, 6.55028], [0.38634, -1.53267, 5.82139], [3.78138, 5.24741, 2.97654], [2.25809, 4.66348, 2.33069], [1.20277, 6.01273, 1.85399], [1.56166, 3.52428, 3.44824], [2.47353, 4.09332, 1.39509], [-1.50260, -3.80339, 1.93146], [-3.09492, -3.68551, 1.12250], [-3.85042, -2.20881, 1.62655], [-4.05079, -5.12083, 1.52548], [-2.95269, -3.61336, 0.06307], [-5.66223, 3.75689, 4.96032], [-4.61860, 3.55668, 3.53318], [-5.38723, 2.83214, 2.20155], [-3.23938, 2.65891, 4.01686], [-4.24981, 4.52888, 3.20781]],
  "forces_ev_per_a": [[-0.2, 0.0, 1.7], [0.6, -0.4, 1.6], [-0.8, 0.7, 0.7], [0.6, 0.6, 0.6], [0.9, 0.4, 3.1], [1.7, 0.5, 1.3], [0.3, -0.1, -0.2], [-0.8, 1.0, -1.8], [0.6, -0.3, 0.2], [0.1, 0.5, -0.2], [-0.3, -0.8, -1.3], [0.5, -0.3, -1.2], [0.6, -2.2, -2.5], [-1.1, 0.2, 0.5], [-0.9, 0.6, -1.3], [-0.5, -0.5, -0.7], [-1.3, 0.2, -0.3], [-0.3, -0.8, -1.0], [-0.5, -0.6, 0.2], [0.4, 1.5, 2.3], [-0.2, -0.2, -1.6], [0.6, -0.8, 0.0], [0.2, 0.4, 1.4], [-0.1, 0.7, 0.0], [1.0, 1.2, 0.3], [0.1, -0.5, -0.4], [-0.6, -0.4, 0.0], [0.2, -0.7, -1.2], [0.2, -0.3, -0.1], [-0.1, 0.9, 0.5], [-0.8, -0.4, 0.2], [-0.6, 0.7, -0.5], [0.2, 0.0, -0.2], [0.1, -0.5, -0.2], [-1.0, 0.2, 0.6], [-0.6, -1.1, -0.2], [0.6, -0.1, 0.4], [0.0, -0.6, 0.4], [0.1, -1.2, 0.1], [1.4, -0.2, -0.5], [0.2, 0.4, -0.2], [1.4, -0.3, 0.2], [-0.5, 0.4, 0.0], [0.2, 0.1, -0.9], [-0.2, 0.3, -0.1], [-1.0, -0.2, 0.2], [-0.3, 0.1, 0.2], [0.1, 1.2, 0.6], [0.3, 0.1, -0.5], [-1.0, 0.1, -0.2], [0.2, 0.7, 0.1], [-0.4, 2.1, -0.7], [-0.4, 0.4, 0.4], [1.1, 1.0, -0.5], [-2.0, 0.0, 1.1], [-0.9, 1.4, 1.5], [0.1, 0.0, 0.1], [-0.1, -0.6, 0.3], [0.0, -1.4, 1.5], [0.5, -1.1, -0.9], [-0.4, -0.4, -0.3], [0.1, 0.2, 0.5], [1.0, -0.7, -1.2], [0.3, -0.7, -0.4], [0.9, 0.2, -0.5], [-0.1, -0.5, -0.7], [0.0, 0.1, -0.1], [0.2, 0.0, 0.0], [-1.2, 1.1, -1.6], [-0.3, -0.5, 0.5], [0.0, 0.7, -0.6], [1.4, -0.1, 1.1], [0.1, 2.2, -2.1], [1.0, -0.2, -0.2], [0.3, -0.4, -0.2], [0.8, -0.7, 0.6], [0.3, 0.2, 0.9], [0.5, -0.5, 0.1], [-0.5, 0.2, -0.4], [0.0, -0.5, -0.4], [-0.3, -1.0, 0.4], [-0.6, -0.1, 0.0], [-0.5, -0.7, 2.0], [-0.9, -0.4, 0.6], [0.0, 0.6, -0.4], [1.5, -0.5, 1.3], [-1.7, 0.7, -0.2], [3.1, -0.6, -1.4], [0.8, 0.0, 2.1], [0.4, 0.1, 0.6], [-0.7, 0.8, -0.6], [-0.2, -0.1, -0.8], [-0.2, 0.2, -0.1], [0.0, 0.2, -0.1], [-2.1, -0.6, -0.6], [0.2, 1.0, 1.0], [-0.8, -0.3, -0.1], [-0.4, 0.1, -0.6], [-0.3, -1.3, -0.3], [-0.2, 0.2, -0.3], [0.0, -0.1, 0.2], [0.7, -0.1, -0.2], [0.0, 0.2, -0.3], [0.6, 0.5, 1.2], [0.0, 0.1, 0.2], [-1.6, -0.3, 0.0], [1.1, -0.6, -1.0], [0.2, 0.3, 0.0], [0.5, -0.6, -1.4], [0.1, -0.1, 0.4], [-0.5, 0.0, 0.3], [-0.1, 0.5, 0.7], [-0.1, -0.1, -0.5], [0.5, -0.4, 0.7], [-0.6, 0.4, 0.2], [0.0, 0.3, -0.2], [0.2, -0.2, -0.5], [-0.2, 0.2, -0.3], [0.3, 1.3, 0.9], [-1.0, -0.6, -1.0], [1.2, -0.8, 0.4], [-0.3, 0.0, 0.3]],
  "smiles": "COC[C@H](C)N.COC[C@H](C)N.COC[C@H](C)N.COC[C@H](C)N.COC[C@H](C)N.COC[C@H](C)N.ClC(Cl)Cl.ClC(Cl)Cl.ClC(Cl)Cl.ClC(Cl)Cl",
  "orbital_gap_ev": 9.5,
  "relative_energy_kj_mol": 105.0,
  "max_force_ev_per_a": 3.4,
  "energy_ev": -201660.9315,
  "lumo_ev": 0.333,
  "homo_ha": -0.3361
}